[1]
Here is an isolated molecule of C4H5ClFNO from the Open Molecules 2025 dataset. Energies are from ωB97M-V with the def2-TZVPD basis set.

## Properties
Energy relative to the best compared isomer or geometry (same formula, charge and spin) ... 49.4 kcal/mol
HOMO ... -9.1 eV
Structure (SMILES) ... O/N=C/C=C(/F)CCl
Net charge ... 0

Atoms and positions in Å:
C: -1.8304 0.6739 -0.3730
C: -0.6007 1.3601 -0.2615
C: 0.5957 0.8980 0.1564
C: 0.9550 -0.4749 0.6580
H: -3.4074 -1.6826 0.5525
H: -2.6770 1.0078 -0.9998
H: -0.6260 2.3793 -0.6529
H: 0.0893 -1.1871 0.6563
H: 1.3662 -0.4045 1.6633
N: -2.1021 -0.4041 0.2943
O: -3.3733 -0.9097 -0.0475
F: 1.6291 1.7338 0.2024
Cl: 2.2104 -1.1973 -0.3412

Atomic forces in eV per Å
C -2.581 -2.555 0.621
C 1.978 0.985 -0.197
C -1.361 -0.596 0.131
C -1.204 -0.258 0.178
H -0.262 0.560 -0.575
H 0.775 0.318 0.022
H 0.210 -0.166 0.291
H 0.726 1.048 0.016
H -0.114 0.065 0.053
N 0.262 0.913 -0.708
O 0.703 -0.364 0.784
F 0.288 0.272 -0.134
Cl 0.578 -0.223 -0.484

[2]
Here is a structure of composition C5H6InO4 from the Open Molecules 2025 dataset. Energies are from ωB97M-V with the def2-TZVPD basis set.

## Properties
Energy relative to the best compared isomer or geometry (same formula, charge and spin) ... 84.7 kcal/mol
2S+1 ... 2
⟨S²⟩ ... 0.7707
HOMO (spin up / spin down) ... -17.9 / -19.4 eV
Net charge ... +2

Atoms and positions in Å:
C: 1.0976 -0.6485 -0.0752
C: 0.0528 -1.4930 0.5169
H: 2.1504 -0.7837 0.1914
H: 0.7769 -0.8371 1.4283
H: 0.3733 -2.5222 0.6996
In: 0.8302 -0.5375 -2.1287
C: -1.4029 -1.3887 0.2371
O: -1.8997 -0.0088 0.3973
C: -1.1511 0.9963 0.1268
O: 0.0126 0.9332 -0.3248
O: -1.6533 2.1321 0.5073
H: -2.0283 -1.9427 0.9455
H: -1.7035 -1.7214 -0.7631
H: -1.0422 2.8641 0.3378
C: 3.1096 2.9130 -0.8711
O: 2.4775 2.0448 -1.2251

Atomic forces in eV per Å
C -1.342 -2.592 0.621
C 3.951 0.989 1.287
H -0.016 0.349 0.597
H -2.660 -1.042 -0.191
H 0.215 0.093 0.474
In 0.102 0.582 -3.716
C -1.017 1.452 0.402
O -0.202 -0.822 -0.113
C -0.646 1.247 1.800
O 1.010 0.480 -0.376
O -0.280 -0.835 -0.497
H 0.392 -0.007 -0.054
H 0.337 -0.080 -0.110
H 0.099 0.275 -0.039
C 0.147 0.204 0.036
O -0.090 -0.294 -0.119

[3]
Here is a structure of composition C37H39MnN5 from the Open Molecules 2025 dataset. Energies are from ωB97M-V with the def2-TZVPD basis set.

## Properties
2S+1 ... 5
⟨S²⟩ ... 6.0691
HOMO (spin up / spin down) ... -10.9 / -10.9 eV
Net charge ... +1

Atoms and positions in Å:
Mn: 0.9028 -0.2459 -0.0319
C: 0.0267 -5.5249 -2.4855
C: -0.2926 -4.7204 -1.2209
C: -0.5910 -5.6870 -0.0682
C: -1.4675 -3.7862 -1.4251
C: -2.7175 -4.3408 -1.6648
C: -3.8439 -3.5506 -1.7909
C: -3.7430 -2.1819 -1.6137
C: -2.5225 -1.5787 -1.3556
C: -2.4449 -0.0794 -1.1918
C: -2.5745 0.6192 -2.5474
C: -3.4852 0.4460 -0.2016
C: -1.3630 -2.3807 -1.3226
N: -0.1037 -1.7476 -1.2917
C: 0.7053 -2.0114 -2.2890
C: 1.9671 -1.4081 -2.3314
C: 3.0769 -1.5988 -3.1655
C: 4.0843 -0.7937 -2.6574
C: 3.5723 -0.1343 -1.5276
N: 2.2792 -0.4873 -1.3387
C: 4.3180 0.7756 -0.5884
C: 4.0278 0.3339 0.8559
C: 3.8493 2.2266 -0.7784
C: 5.8275 0.7087 -0.8527
H: 0.8718 -6.1841 -2.2993
H: 0.2797 -4.8780 -3.3227
H: -0.8226 -6.1371 -2.7760
H: 0.5954 -4.1375 -0.9494
H: -1.4227 -6.3390 -0.3180
H: -0.8452 -5.1468 0.8408
H: 0.2749 -6.3135 0.1310
H: -2.8136 -5.4113 -1.7655
H: -4.7995 -4.0007 -2.0147
H: -4.6296 -1.5765 -1.7016
H: -1.4488 0.1704 -0.7805
H: -3.5212 0.3639 -3.0159
H: -1.7717 0.3108 -3.2145
H: -2.5205 1.6986 -2.4190
H: -4.4939 0.3248 -0.5847
H: -3.3179 1.5066 -0.0278
H: -3.4043 -0.0782 0.7484
H: 0.4059 -2.6849 -3.0869
H: 3.1337 -2.2591 -4.0094
H: 5.0786 -0.6969 -3.0417
H: 2.9319 0.2930 1.0412
H: 4.4526 1.0429 1.5621
H: 4.4570 -0.6469 1.0536
H: 2.8215 2.3471 -0.4386
H: 3.9109 2.5142 -1.8248
H: 4.4861 2.8933 -0.2026
H: 6.1988 -0.3105 -0.7807
H: 6.3553 1.3177 -0.1232
H: 6.0568 1.0968 -1.8413
N: -3.5943 6.7884 5.9852
C: -3.0985 6.0161 5.3007
C: -2.4781 5.0584 4.4590
C: -1.0950 5.0730 4.2830
C: -0.5007 4.1429 3.4519
C: -1.2657 3.1820 2.7961
C: -2.6446 3.1631 2.9880
C: -3.2491 4.0966 3.8071
C: -0.6194 2.1874 1.9065
C: -0.2418 0.9463 2.4446
C: -0.0774 0.5811 3.7976
C: 0.4388 -0.7060 3.8070
C: 0.5287 -1.1112 2.4743
N: 0.1352 -0.1255 1.6467
C: -0.3894 2.5158 0.5708
C: -0.8296 3.6723 -0.1271
C: -0.3800 3.5569 -1.4234
C: 0.3425 2.3559 -1.4902
N: 0.3491 1.7212 -0.3133
H: -0.4959 5.8064 4.8018
H: 0.5684 4.1542 3.3148
H: -3.2483 2.4177 2.4923
H: -4.3183 4.0864 3.9555
H: -0.2656 1.2087 4.6450
H: 0.7220 -1.2865 4.6615
H: 0.8031 -2.0919 2.0922
H: -1.4087 4.4687 0.2969
H: -0.5472 4.2375 -2.2346
H: 0.8700 1.9531 -2.3407

Atomic forces in eV per Å
Mn -0.590 0.664 -1.889
C 0.128 0.182 0.185
C 0.058 -0.188 -0.022
C 0.166 0.195 -0.043
C 0.242 0.419 0.165
C -0.105 0.125 -0.055
C 0.072 0.025 0.027
C 0.039 -0.140 0.036
C 0.411 -0.136 0.017
C 0.252 0.142 0.095
C 0.193 -0.035 0.242
C 0.285 -0.068 -0.058
C -1.302 -0.442 0.002
N 1.272 0.514 0.287
C -0.074 0.198 0.347
C 0.318 -0.112 -0.628
C -0.788 0.102 0.408
C -0.158 0.376 0.584
C 0.816 -0.045 -0.302
N 0.083 -0.322 -0.188
C -0.086 0.185 0.143
C -0.165 0.027 -0.263
C -0.046 -0.201 0.063
C -0.315 -0.076 0.057
H 0.066 -0.084 -0.030
H 0.001 0.015 -0.141
H -0.096 -0.066 -0.063
H -0.124 -0.073 -0.021
H -0.100 -0.093 0.005
H -0.041 0.029 0.113
H 0.092 -0.076 0.034
H 0.018 -0.102 0.004
H -0.072 -0.028 0.009
H -0.148 0.136 0.032
H -0.543 -0.095 -0.184
H -0.125 0.002 -0.075
H 0.064 -0.023 -0.141
H -0.044 0.105 -0.055
H -0.150 -0.013 -0.002
H -0.022 0.168 0.012
H -0.069 -0.048 0.125
H -0.114 -0.009 0.046
H -0.041 -0.127 -0.154
H 0.226 0.020 -0.038
H 0.409 0.079 0.135
H -0.036 0.079 0.106
H -0.108 -0.111 0.050
H -0.002 0.091 -0.021
H -0.001 0.072 -0.119
H 0.034 0.111 0.088
H 0.056 -0.106 -0.002
H 0.039 0.072 0.072
H 0.074 0.037 -0.113
N -0.195 0.295 0.248
C -0.129 0.213 0.222
C 0.390 -0.584 -0.520
C -0.161 0.001 0.058
C 0.040 -0.131 -0.122
C -0.149 0.265 0.218
C 0.094 -0.121 -0.078
C 0.017 0.143 0.120
C 0.240 0.004 -0.668
C -0.072 0.097 0.223
C 0.040 -0.033 -0.702
C 0.036 -0.150 -0.266
C 0.027 -0.528 0.553
N -0.408 -0.038 0.984
C -0.097 -0.066 0.528
C 0.208 -0.305 -0.147
C -0.093 0.041 0.210
C 0.137 -0.213 0.137
N 0.249 -0.569 -0.052
H 0.026 0.052 -0.004
H 0.180 0.025 -0.035
H -0.048 -0.092 -0.064
H -0.067 -0.015 -0.019
H -0.129 0.172 0.164
H -0.031 -0.167 0.165
H 0.030 0.141 0.050
H -0.129 0.158 0.110
H 0.030 0.132 -0.146
H 0.013 -0.082 -0.048

[4]
Here is a structure of composition C11H16BrClN3O5Pd from the Open Molecules 2025 dataset. Energies are from ωB97M-V with the def2-TZVPD basis set.

## Properties
Energy relative to the best compared isomer or geometry (same formula, charge and spin) ... 9.7 kcal/mol
HOMO ... -3.8 eV
Net charge ... -1

Atoms and positions in Å:
Pd: 0.7297 -0.8423 -1.7530
O: -0.8966 -3.5072 -4.2249
Cl: -0.1939 -2.6347 -3.3168
O: 0.0613 -1.3506 -3.9881
O: -1.0407 -2.3894 -2.1380
O: 1.0519 -3.2453 -2.9050
Br: 3.9068 -3.9548 0.6269
C: 3.2580 -2.3303 -0.1281
C: 2.2965 -1.6189 0.5215
C: 1.8589 -0.3801 -0.0582
N: 2.4513 0.1471 -1.1871
C: 3.3084 -0.6932 -1.8454
C: 3.7782 -1.8878 -1.3544
H: 1.8779 -1.9521 1.4608
H: 1.3413 0.3340 0.5761
H: 3.7075 -0.2915 -2.7690
H: 4.4901 -2.4758 -1.9142
C: -0.2332 2.9199 -0.5803
N: -0.8911 2.1892 0.4838
C: -1.1904 2.8991 1.7081
C: -1.3178 1.9195 2.8573
C: -2.3553 0.8800 2.4863
N: -2.0176 0.2646 1.2221
C: -2.5715 -1.0467 0.9432
C: -1.4684 0.9740 0.1727
O: -1.4188 0.5113 -0.9516
H: 0.6751 3.3798 -0.1868
H: -0.8755 3.7045 -0.9984
H: 0.0375 2.2263 -1.3698
H: -2.1209 3.4799 1.6158
H: -0.3854 3.6136 1.8909
H: -1.6109 2.4393 3.7712
H: -0.3553 1.4313 3.0263
H: -3.3483 1.3536 2.4435
H: -2.4102 0.0944 3.2428
H: -2.2589 -1.7427 1.7244
H: -2.2019 -1.3937 -0.0164
H: -3.6677 -1.0240 0.9119

Atomic forces in eV per Å
Pd 0.249 1.482 0.937
O 0.156 0.230 0.238
Cl -0.608 -1.021 -0.948
O -0.068 -0.559 0.343
O 0.347 -0.026 -0.364
O -0.360 -0.022 -0.297
Br -0.002 -0.015 -0.021
C 0.005 0.025 0.062
C 0.095 0.188 -0.012
C 0.142 -0.348 -0.103
N 0.024 -0.124 -0.052
C 0.250 0.175 0.287
C 0.043 0.003 0.027
H -0.019 -0.003 -0.001
H -0.067 -0.013 -0.001
H -0.061 -0.060 -0.085
H 0.008 0.022 0.022
C -0.085 0.039 0.020
N -0.001 0.011 0.025
C 0.029 -0.034 -0.031
C 0.019 0.005 0.016
C 0.011 -0.031 -0.036
N -0.003 -0.002 0.003
C -0.085 0.099 0.002
C 0.150 -0.114 0.141
O -0.248 0.142 -0.153
H 0.006 0.021 -0.004
H -0.005 -0.002 0.001
H 0.024 -0.039 -0.017
H 0.010 0.038 -0.023
H 0.024 -0.009 0.010
H 0.003 0.002 0.001
H -0.009 0.007 0.012
H -0.034 -0.036 0.012
H 0.027 -0.008 0.007
H -0.009 -0.013 0.007
H 0.036 -0.013 -0.029
H 0.008 0.006 0.003